Entry 1:
{"formula": "CHClN4OP", "method": "ωB97M-V/def2-TZVPD", "charge": -1, "fmax_ha_per_bohr": 0.078, "total_energy_ev": -30870.067, "elements": ["C", "N", "N", "N", "N", "O", "P", "Cl", "H"], "coordinates": [[-0.59508, -0.16953, 0.52822], [-1.75980, -1.87077, 0.30444], [-0.92088, -1.34397, 1.11544], [-1.25889, 0.01337, -0.65365], [-2.03776, -1.01994, -0.70175], [2.91886, 0.10088, -0.58072], [0.62546, 0.95538, 1.22360], [0.50360, 2.64140, 0.14708], [2.52449, 0.69318, -1.38265]], "forces_ev_per_angstrom": [[1.520, 2.141, -0.125], [-1.451, -0.469, 0.127], [1.019, 0.527, 0.213], [-0.349, -0.069, 1.324], [0.286, -0.523, -1.214], [-2.525, 2.577, -1.734], [0.505, -2.238, -1.171], [-0.308, 0.160, -0.289], [1.302, -2.105, 2.869]], "mulliken_charge": [0.6290, -0.3096, -0.2847, -0.1818, -0.3503, -0.8265, 0.2694, -0.1604, 0.2148]}


Entry 2:
{"formula": "C37H69BO17P2", "method": "ωB97M-V/def2-TZVPD", "charge": 0, "fmax_ha_per_bohr": 0.186, "total_energy_ev": -93527.884, "elements": ["C", "C", "O", "C", "O", "C", "C", "C", "C", "O", "C", "O", "O", "C", "C", "O", "C", "C", "C", "C", "C", "C", "C", "C", "C", "C", "C", "O", "C", "C", "C", "O", "B", "C", "O", "H", "H", "H", "H", "H", "H", "H", "H", "H", "H", "H", "H", "H", "H", "H", "H", "H", "H", "H", "H", "H", "H", "H", "H", "H", "H", "H", "H", "H", "H", "H", "H", "H", "H", "H", "H", "H", "H", "H", "O", "P", "O", "C", "C", "O", "C", "C", "O", "C", "C", "H", "H", "H", "H", "H", "H", "H", "H", "H", "H", "H", "H", "H", "H", "H", "O", "P", "O", "C", "C", "O", "C", "C", "O", "C", "C", "H", "H", "H", "H", "H", "H", "H", "H", "H", "H", "H", "H", "H", "H", "H"], "coordinates": [[-0.28791, 4.45871, -5.11154], [1.08895, 5.14442, -4.49869], [1.71119, 4.35497, -3.40892], [1.32633, 4.92419, -2.07432], [0.01824, 5.29786, -1.99539], [2.33689, 5.16731, -0.82127], [2.95552, 3.85760, -0.09086], [2.45140, 2.39412, -0.68613], [1.04213, 1.87952, -0.09263], [0.45437, 3.00983, 0.64562], [1.55170, 0.94002, 1.19829], [2.48096, 1.19422, 2.12330], [0.71000, -0.30273, 1.21122], [0.41770, -0.50440, -0.24954], [-0.35921, -1.91091, -0.46527], [-0.79535, -2.24240, -1.81940], [-2.28698, -2.24908, -1.93092], [-3.14954, -0.98820, -2.60688], [-4.81288, -0.97783, -2.70426], [-5.54858, 0.34575, -3.41288], [-5.69854, -2.24395, -2.15279], [-4.86285, -3.51100, -1.50430], [-3.19472, -3.54630, -1.39379], [-2.55721, -4.91279, -0.74203], [-1.30500, -5.49318, -1.68395], [-2.17224, -4.79771, 0.85081], [0.02266, 0.88845, -0.97375], [-1.23518, 1.58043, -0.83808], [-2.24329, 1.00480, 0.01416], [-2.14475, 1.38386, 1.62289], [-2.93911, 0.20142, 2.46851], [-2.85346, 2.67815, 1.87432], [0.20882, 0.89811, -2.64480], [1.44071, 0.03859, -3.39254], [-0.68047, 1.68661, -3.52068], [-0.10368, 3.37067, -5.55157], [-0.69913, 5.13220, -5.97738], [-1.11816, 4.36825, -4.26463], [0.92124, 6.27512, -4.23891], [1.87402, 5.12708, -5.39566], [3.18127, 5.91980, -1.20420], [1.73550, 5.78585, 0.00302], [4.13356, 3.87545, -0.28627], [2.85795, 3.91932, 1.09692], [3.28816, 1.62378, -0.31769], [2.58090, 2.46011, -1.84005], [0.02091, 3.68200, 0.04677], [1.49535, -0.73785, -0.71263], [-1.24189, -1.95385, 0.33751], [0.38805, -2.77880, -0.12809], [-2.62361, -0.02686, -3.05807], [-5.57121, 1.22969, -2.63016], [-6.59329, 0.07569, -3.86598], [-4.79175, 0.68132, -4.27207], [-6.87650, -2.19436, -2.24347], [-5.47982, -4.42087, -1.09284], [-3.39649, -5.75529, -0.81590], [-0.26035, -5.40690, -1.15863], [-1.36363, -4.99267, -2.74223], [-1.49322, -6.65660, -1.86254], [-1.80940, -5.88615, 1.18088], [-3.11593, -4.57150, 1.53209], [-1.26162, -4.07737, 1.07832], [-3.28307, 1.49214, -0.32490], [-2.42706, -0.14546, -0.04856], [-1.05875, 1.41583, 2.04821], [-3.26212, 0.56880, 3.55763], [-2.21168, -0.73687, 2.55765], [-3.86445, -0.13302, 1.81349], [-3.77938, 2.38500, 2.16850], [2.46701, 0.25878, -2.84353], [1.27530, -1.13419, -3.30819], [1.58679, 0.34807, -4.51497], [-0.38912, 1.48363, -4.46500], [-4.62382, -1.57015, 5.49986], [-4.58536, -2.76451, 6.48437], [-6.02785, -2.38685, 7.20631], [-7.20796, -2.76597, 6.51695], [-7.39271, -4.27217, 6.51098], [-3.57372, -1.95827, 7.53492], [-2.74251, -0.88777, 7.11587], [-3.43317, 0.44199, 7.35954], [-4.54238, -4.09904, 7.58441], [-3.87730, -4.08526, 8.84035], [-4.62271, -3.28707, 9.89772], [-7.18560, -2.37361, 5.49584], [-8.05186, -2.29874, 7.03403], [-6.60453, -4.75991, 5.92748], [-8.35673, -4.54326, 6.07256], [-7.33856, -4.67637, 7.52717], [-2.43083, -1.00619, 6.07304], [-1.82848, -0.92914, 7.71801], [-4.41996, 0.48480, 6.89125], [-2.83034, 1.26789, 6.97412], [-3.59308, 0.59702, 8.43203], [-2.83793, -3.75913, 8.72816], [-3.82616, -5.12640, 9.17453], [-4.76157, -2.24197, 9.61503], [-4.07623, -3.30910, 10.84515], [-5.62329, -3.70388, 10.05723], [8.57144, 2.61307, -5.65723], [7.34327, 1.82173, -5.14477], [7.41217, 2.44876, -3.61288], [6.87353, 3.74764, -3.42740], [5.36191, 3.75046, -3.56074], [8.24863, 0.44759, -4.88177], [9.47412, 0.20660, -5.55452], [10.64185, 0.68000, -4.70781], [5.97097, 0.93753, -4.57217], [6.02353, -0.38827, -4.06284], [6.60819, -0.46281, -2.66163], [7.32722, 4.44443, -4.13858], [7.14974, 4.07425, -2.42000], [5.05985, 3.50741, -4.58508], [4.95195, 4.73232, -3.30988], [4.91051, 2.99903, -2.90460], [9.47900, 0.65603, -6.55285], [9.55801, -0.87544, -5.70252], [10.53799, 1.72741, -4.41280], [11.58440, 0.56384, -5.24833], [10.69803, 0.10155, -3.77932], [6.53566, -1.05578, -4.76384], [4.98910, -0.74355, -4.01823], [7.62767, -0.07618, -2.61056], [6.62396, -1.49916, -2.31166], [6.01091, 0.13617, -1.96534]], "forces_ev_per_angstrom": [[-0.280, -0.025, 0.715], [-0.478, -0.125, -2.430], [-0.601, 2.737, 3.004], [-6.792, 1.363, -1.184], [8.269, -2.191, 0.014], [-0.217, 0.915, 0.131], [1.510, -0.676, 0.138], [1.911, 0.098, 0.022], [2.090, 0.536, 1.777], [-0.363, -0.942, -1.747], [2.344, -0.015, 4.161], [-6.379, -1.854, -6.243], [1.619, 2.662, -1.860], [1.705, -0.819, -1.343], [-0.152, -0.780, 2.681], [-3.267, 0.925, 1.056], [-4.462, 0.048, -0.370], [-1.792, -2.520, 1.090], [1.280, -2.766, 1.204], [1.869, -0.628, 0.255], [4.907, 0.350, 0.172], [1.676, 3.319, -1.386], [-1.838, 2.267, -0.935], [-0.261, -0.131, -0.482], [-0.735, -0.760, 0.088], [0.300, -1.108, 0.182], [0.589, 1.569, 0.448], [-0.927, -2.077, 1.010], [-2.095, 0.461, 1.610], [-0.785, -0.950, 0.583], [0.568, -0.114, -0.653], [-0.678, -2.383, 0.276], [0.279, 0.319, -1.782], [0.547, -0.191, 0.300], [2.483, -2.524, 0.867], [-0.129, 2.442, 0.944], [0.881, -1.208, 1.636], [1.924, 0.235, -1.866], [0.202, -2.399, -0.105], [-1.458, -0.062, 2.118], [-1.733, -1.875, 0.675], [0.947, -1.429, -2.206], [-2.547, -0.116, 0.300], [-0.129, -0.161, -2.845], [-1.793, 1.661, -0.937], [-0.704, -0.220, 1.873], [0.464, -1.295, 0.422], [-2.211, 0.722, 0.671], [1.691, 0.096, -1.986], [-1.453, 1.987, -0.817], [-0.945, -2.285, 1.173], [-0.252, -1.891, -1.614], [2.090, 0.555, 1.057], [-1.882, -0.680, 1.763], [2.795, -0.303, 0.297], [1.521, 1.904, -0.910], [1.608, 2.075, 0.171], [-2.024, 0.160, -1.161], [0.430, -0.839, 2.191], [0.428, 2.494, 0.471], [-0.720, 2.298, -0.722], [2.037, -0.150, -1.595], [-2.123, -1.352, -0.545], [2.359, -0.994, 0.647], [0.862, 1.958, -0.295], [-2.071, 0.380, -1.060], [0.715, -0.846, -2.523], [-1.625, 1.970, -0.064], [1.626, 0.632, 1.562], [2.009, 0.780, -0.668], [-1.980, -0.447, -1.086], [0.249, 2.431, -0.267], [-0.290, -0.716, 2.059], [-0.533, 0.468, 1.886], [0.462, -4.086, -2.352], [-0.739, 6.347, 7.083], [-0.518, -0.578, -0.776], [-0.509, -0.041, 0.034], [-0.025, -0.162, 0.065], [0.495, -1.263, -0.651], [0.233, 0.544, -0.050], [-0.190, 0.134, 0.092], [0.165, -0.613, -3.379], [1.014, -0.173, 0.631], [-0.390, 0.265, -0.183], [-0.024, 0.051, -0.003], [0.214, 0.060, 0.010], [-0.049, -0.032, -0.013], [0.079, 0.040, -0.008], [-0.031, 0.104, -0.169], [-0.217, 0.065, 0.153], [-0.131, -0.165, 0.056], [0.160, -0.100, -0.125], [-0.006, -0.049, 0.043], [0.121, -0.028, -0.115], [-0.286, 0.084, 0.059], [-0.161, -0.065, -0.307], [0.144, -0.133, -0.041], [0.015, -0.143, -0.123], [0.188, -0.040, 0.025], [-3.805, 0.816, -2.715], [5.653, -3.508, 6.798], [-0.610, 0.832, -0.336], [-0.143, 0.347, 0.346], [-0.130, -0.023, 0.035], [-1.092, -0.080, -1.011], [0.563, -0.080, -0.095], [0.087, 0.094, 0.227], [-0.373, 2.043, -2.721], [-0.023, -1.169, -0.211], [0.199, 0.423, 0.145], [0.045, 0.025, 0.024], [0.105, -0.159, -0.112], [-0.065, 0.046, 0.024], [0.018, -0.048, -0.056], [0.081, 0.127, -0.073], [0.014, 0.072, 0.279], [-0.191, 0.037, 0.105], [-0.058, -0.053, -0.222], [-0.054, -0.024, 0.031], [0.000, -0.020, -0.170], [0.025, 0.178, 0.243], [-0.092, 0.310, -0.139], [-0.106, -0.089, -0.140], [-0.131, 0.056, -0.120], [-0.014, -0.148, -0.095]], "mulliken_charge": [-0.6357, -0.4736, -0.0550, 0.4601, -0.6034, -0.5634, -0.5570, -0.3911, 0.2205, -0.4969, -0.1288, -0.6270, -0.4321, -0.1910, -0.6932, -0.3342, 0.3989, -0.1169, 0.4809, -0.8949, -0.6499, -0.7699, 0.2558, 0.3188, -1.0365, -0.9792, 1.2552, -0.3372, 0.2095, 0.8001, -1.2312, -0.5587, 0.8443, -0.6683, -0.8694, 0.0323, 0.4116, 0.1877, 0.3297, 0.2628, 0.3184, 0.2501, 0.2812, 0.3450, 0.3957, -0.0755, 0.4238, 0.4903, 0.0225, 0.4165, -0.0585, 0.2354, 0.3379, 0.2546, 0.2599, 0.2172, 0.4871, 0.2481, 0.2387, 0.3246, 0.3572, 0.2316, 0.1721, 0.0936, -0.2577, -0.1654, 0.4251, 0.1976, 0.2609, 0.4156, 0.0177, 0.1146, 0.3452, 0.1984, -0.7201, 1.1337, -0.3061, -0.3180, -1.0072, -0.4077, -0.2147, -1.1752, -0.3945, -0.1586, -0.9825, 0.2630, 0.3076, 0.2957, 0.4028, 0.2140, 0.2491, 0.3262, 0.2710, 0.3881, 0.3555, 0.2558, 0.3592, 0.2040, 0.3769, 0.2816, -0.7277, 1.0214, -0.2681, -0.6387, -0.6975, -0.4149, -0.3832, -1.0992, -0.2541, -0.2064, -0.8864, 0.3130, 0.3232, 0.3048, 0.4488, 0.0991, 0.3523, 0.3434, 0.2904, 0.3818, 0.2840, 0.3163, 0.3625, 0.2112, 0.4228, 0.1083]}